1.
{
  "formula": "C3H13N2O",
  "method": "ωB97M-V/def2-TZVPD",
  "charge": 1,
  "homo_energy_ev": -14.62,
  "species": ["C", "C", "C", "N", "N", "H", "H", "H", "H", "H", "H", "H", "H", "H", "H", "H", "H", "H", "O"],
  "xyz": [[-0.639, -0.449, 1.758], [0.403, 0.431, 1.087], [-0.210, 1.622, 0.312], [0.767, 1.733, -0.828], [-1.318, -1.180, 0.611], [-1.470, 0.024, 2.375], [-0.216, -1.184, 2.467], [0.745, -0.370, 0.385], [1.289, 0.646, 1.675], [-1.069, 1.096, -0.157], [-0.357, 2.571, 0.802], [0.699, 0.832, -1.225], [0.434, 2.489, -1.452], [-1.980, -1.863, 0.956], [4.324, -4.951, -3.719], [-0.732, -1.198, -0.170], [0.334, -1.270, -2.403], [4.072, -4.504, -4.241], [0.058, -0.727, -1.589]]
}

---

2.
{
  "formula": "C3H13N2O3",
  "method": "ωB97M-V/def2-TZVPD",
  "charge": 1,
  "homo_energy_ev": -14.17,
  "species": ["N", "C", "C", "C", "N", "O", "H", "H", "H", "H", "H", "H", "H", "H", "H", "H", "H", "O", "H", "H", "O"],
  "xyz": [[0.159, -1.150, 0.247], [0.569, 0.155, -0.347], [1.403, -0.113, -1.645], [-0.675, 0.981, -0.575], [-0.552, 2.135, -1.290], [-1.745, 0.662, -0.115], [0.634, -1.291, 1.139], [0.374, -1.895, -0.412], [-0.888, -1.158, 0.413], [1.268, 0.753, 0.227], [1.870, 0.797, -2.012], [0.674, -0.386, -2.410], [2.111, -0.904, -1.457], [-1.468, 2.541, -1.426], [0.191, 2.677, -1.685], [-2.591, -2.861, 0.482], [-3.028, -1.837, 1.514], [-2.247, -2.196, 1.078], [1.862, 1.413, 2.339], [0.838, 0.963, 3.391], [1.242, 0.715, 2.544]]
}

---

3.
{
  "formula": "C3H13N2Si",
  "method": "ωB97M-V/def2-TZVPD",
  "charge": 1,
  "homo_energy_ev": -13.85,
  "species": ["C", "C", "C", "N", "N", "Si", "H", "H", "H", "H", "H", "H", "H", "H", "H", "H", "H", "H", "H"],
  "xyz": [[-2.810, 0.747, -0.095], [-0.122, -2.020, -0.098], [1.848, -0.647, -0.160], [-1.504, 1.242, 0.411], [0.548, -0.647, -0.188], [2.998, 0.931, 0.022], [-3.685, 1.383, 0.106], [-2.713, 0.745, -1.181], [-2.939, -0.195, 0.451], [0.289, -2.652, 0.689], [-1.299, -1.894, -0.048], [-0.052, -2.526, -1.057], [2.239, -1.686, -0.028], [-1.147, 2.031, -0.081], [-0.167, 0.068, 0.185], [-1.418, 1.471, 1.403], [2.617, 1.950, 0.931], [2.942, 1.256, -1.482], [4.372, 0.443, 0.221]]
}

---

4.
{
  "formula": "C3H13N3",
  "method": "ωB97M-V/def2-TZVPD",
  "smiles": "CCN.NCN",
  "homo_energy_ev": -8.90,
  "species": ["C", "C", "N", "H", "H", "H", "H", "H", "H", "H", "N", "C", "N", "H", "H", "H", "H", "H", "H"],
  "xyz": [[-1.960, 1.372, 0.373], [-2.397, -0.005, -0.082], [-1.234, -0.896, -0.244], [-1.212, 1.749, -0.326], [-2.796, 2.067, 0.406], [-1.476, 1.303, 1.343], [-3.102, -0.497, 0.589], [-2.996, 0.080, -0.996], [-1.569, -1.860, -0.227], [-0.933, -0.871, -1.217], [1.563, -0.353, 0.966], [1.965, -0.455, -0.408], [3.390, -0.138, -0.584], [1.401, 0.620, 1.217], [0.685, -0.782, 1.226], [1.806, -1.469, -0.763], [1.438, 0.174, -1.143], [3.525, 0.758, -0.123], [3.902, -0.798, -0.005]]
}

---

5.
{
  "formula": "C3H13N3O",
  "method": "ωB97M-V/def2-TZVPD",
  "homo_energy_ev": -7.71,
  "species": ["C", "C", "N", "O", "H", "H", "H", "H", "H", "H", "H", "C", "N", "N", "H", "H", "H", "H", "H", "H"],
  "xyz": [[-0.319, 2.144, 0.549], [-1.624, 0.300, -0.047], [-1.993, -0.262, 1.251], [0.926, 2.050, 0.453], [1.385, 0.385, 0.376], [-1.272, -0.879, 1.605], [-2.869, -0.772, 1.227], [-0.864, 2.798, -0.150], [-0.827, 1.969, 1.508], [-1.741, -0.420, -0.887], [-2.339, 1.080, -0.310], [1.612, -0.505, -1.476], [1.015, -0.447, -0.135], [1.128, -1.622, 0.665], [-0.202, -0.016, -0.152], [2.105, -1.902, 0.733], [0.611, -2.369, 0.210], [1.506, 0.481, -1.924], [1.086, -1.250, -2.076], [2.674, -0.764, -1.423]]
}

---

6.
{
  "formula": "C3H13N3O",
  "method": "ωB97M-V/def2-TZVPD",
  "smiles": "NCCNCN.O",
  "homo_energy_ev": -9.10,
  "species": ["N", "C", "C", "N", "C", "N", "H", "H", "H", "H", "H", "H", "H", "H", "H", "H", "H", "O", "H", "H"],
  "xyz": [[-2.317, -0.011, -1.106], [-1.244, -0.950, -1.346], [-0.430, -1.257, -0.093], [0.169, -0.011, 0.408], [1.297, -0.312, 1.326], [1.884, 0.809, 1.991], [-2.556, 0.571, -1.903], [-3.179, -0.461, -0.851], [-0.557, -0.634, -2.133], [-1.593, -1.914, -1.734], [-1.012, -1.683, 0.729], [0.362, -1.932, -0.404], [-0.487, 0.554, 0.924], [2.094, -0.880, 0.848], [0.888, -1.038, 2.049], [2.143, 1.524, 1.317], [1.162, 1.294, 2.527], [1.481, 2.065, -0.752], [0.738, 1.488, -0.463], [1.159, 2.777, -1.335]]
}

---

7.
{
  "formula": "C3H13N4",
  "method": "ωB97M-V/def2-TZVPD",
  "multiplicity": 2,
  "charge": 2,
  "homo_energy_ev": [-16.45, -16.45],
  "species": ["N", "C", "C", "N", "H", "H", "H", "H", "H", "H", "H", "H", "H", "N", "C", "N", "H", "H", "H", "H"],
  "xyz": [[-1.401, -0.403, 1.018], [-1.805, -0.583, -0.434], [-0.633, -1.113, -1.241], [-1.078, -1.272, -2.609], [-1.129, -1.310, 1.406], [-0.599, 0.256, 1.165], [-2.154, -0.081, 1.632], [-2.603, -1.318, -0.428], [-2.189, 0.373, -0.774], [0.202, -0.398, -1.220], [-0.252, -2.030, -0.768], [-0.304, -1.134, -3.246], [-1.432, -2.209, -2.773], [2.573, 0.669, 0.580], [1.951, 1.651, 1.195], [0.716, 1.477, 1.683], [3.406, 0.894, 0.028], [2.027, -0.122, 0.230], [2.525, 2.568, 1.320], [0.434, 2.338, 2.169]]
}

---

Ordered DFT total energy results: -8334.5399, -12439.1738, -14171.1264, -7791.7278, -9835.2881, -9839.3461, -9263.0933; unit eV.